DFT (wB97M-V/def2-TZVPD) results for a molecular structure, C7H7O4 in a non-equilibrium geometry.

Each line ends with the Mulliken charge.
Atoms and positions in Å:
C (1.177, 0.605, 0.177)  0.5049
C (0.099, 1.461, 0.299)  0.3812
C (0.933, -0.805, 0.136)  0.2505
C (-1.336, -0.773, -1.122)  -0.6533
C (-0.560, -1.400, 0.122)  0.1508
C (-1.791, 0.126, 0.094)  -0.0604
C (2.599, 1.033, 0.402)  -1.5342
O (-0.053, 2.665, 0.414)  -0.6393
O (1.816, -1.633, -0.074)  -0.7585
O (-1.448, -0.896, 1.024)  -0.4837
O (-3.202, 0.569, 0.168)  -0.4804
H (-0.833, -0.378, -1.966)  0.2752
H (-2.267, -1.350, -1.376)  0.2560
H (-0.384, -2.463, 0.116)  0.4498
H (3.041, 0.758, 1.374)  0.2610
H (2.620, 2.105, 0.240)  0.3963
H (3.219, 0.662, -0.325)  0.3517
H (-3.631, -0.287, 0.297)  0.3324

Maximum force: 4.031 eV/Å
E_LUMO (alpha / beta): 3.727 / 3.728 eV
E_tot: -15560.0941 eV
HOMO-LUMO gap (alpha / beta): 7.111 / 7.112 eV
Multiplicity: 1
HOMO (alpha / beta): -3.4 / -3.4 eV
Total charge: -1
Relative energy (zero: lowest compared OMol25 entry of this formula, charge and spin): 42.8 kcal per mole